Record 1
Density functional theory data (ωB97M-V/def2-TZVPD) for a 2-piece molecular cluster, CClFN2O3 overall in a non-equilibrium geometry.

```
8
Properties=species:S:1:pos:R:3:forces:R:3:lowdin_charge:R:1
O 0.472146 0.132543 -3.051745 0.502 -0.241 -0.434 0.10
N -0.493869 -0.174512 -2.464375 -0.373 1.114 1.227 -0.67
O -1.499488 -0.709349 -2.728368 -0.470 -0.836 -0.806 0.08
Cl -0.552347 0.469179 -0.702258 0.140 0.035 -0.536 0.68
O 0.623211 -2.263822 1.675805 -0.818 -2.365 0.208 0.04
N 0.310811 -1.142809 1.878470 1.772 0.767 -0.620 -0.10
C 0.655779 -0.001056 1.757118 -0.373 0.739 0.707 -0.21
F 0.129404 1.147185 1.969415 -0.380 0.787 0.254 0.09
```
Positions in Å, forces in eV/Å.

Values from the calculation:
SMILES   O=[N+]([O-])Cl.[O-][N+]#CF

---

Record 2
Density functional theory data (ωB97M-V/def2-TZVPD) for C8H18CuO12 as an isolated structure in a non-equilibrium geometry.

```
39
Properties=species:S:1:pos:R:3:forces:R:3:lowdin_charge:R:1
Cu 0.385051 -0.818100 0.347098 -0.374 -2.056 -0.416 0.37
C 1.675856 -3.853131 -0.109093 -0.444 0.665 0.907 -0.99
O 1.778804 -4.363988 1.094630 0.303 0.051 -0.099 -0.28
O 2.558191 -4.087877 -1.005885 0.425 -0.200 -0.265 -0.24
O 0.659791 -3.066106 -0.358842 0.539 0.648 0.208 -0.16
C -2.388888 -1.246409 -0.619526 -0.301 -3.713 0.121 -0.88
O -2.052017 -1.768236 0.489347 -0.448 0.904 0.122 -0.08
O -3.137566 -1.798669 -1.487849 -0.114 0.979 0.535 -0.12
O -1.772813 -0.125159 -0.936198 0.809 2.928 -0.586 -0.23
C -2.891465 2.032340 1.187464 1.563 0.239 0.043 -0.27
C -1.393984 2.475891 1.175015 -0.493 -0.574 0.009 -0.26
O -0.574101 1.345303 1.002640 -0.181 0.537 -0.033 -0.11
O -3.434663 1.780605 -0.077073 -0.464 1.074 0.296 -0.08
H -3.388397 2.833182 1.744699 -0.747 -0.024 -0.375 0.09
H -2.880137 1.119317 1.792130 -0.188 -0.036 0.176 0.12
H -1.183282 2.950713 2.140802 0.172 -0.079 0.124 0.09
H -1.162692 3.206743 0.387925 -0.388 0.213 -0.079 0.10
H -1.089280 0.823269 0.328851 0.339 -0.696 -0.214 0.04
H -2.862776 1.116606 -0.532876 0.104 -0.563 -0.012 0.04
C 0.821446 0.852535 -3.001037 0.942 0.204 0.115 -0.27
C -0.408941 1.764600 -3.039073 -0.166 -0.252 0.865 -0.27
O -1.555847 0.997162 -3.300615 -0.119 0.596 -1.148 -0.10
O 0.678595 -0.214004 -2.105507 -0.520 0.403 -0.375 -0.07
H 1.775527 1.310751 -2.695384 -0.266 0.855 -0.042 0.10
H 1.045952 0.530039 -4.029787 -0.404 -0.443 -0.089 0.10
H -0.306135 2.570956 -3.773500 0.041 -0.203 -0.377 0.09
H -0.557555 2.292005 -2.086643 0.316 -0.115 0.250 0.10
H -1.856974 0.521137 -2.484131 0.151 -0.210 0.353 0.05
H -0.265195 -0.179913 -1.821223 0.007 -0.854 0.196 0.05
C 2.018404 -0.729006 2.917069 1.307 0.786 0.767 -0.26
C 3.045904 -0.905843 1.799119 -0.405 -1.631 0.035 -0.23
O 2.640537 -0.249323 0.608017 0.428 0.523 0.485 -0.06
O 0.706974 -1.109757 2.647045 -0.023 0.572 0.117 -0.03
H 2.081536 0.318474 3.246850 -0.692 0.334 -0.473 0.11
H 2.438927 -1.189017 3.821904 -0.060 -0.682 -0.194 0.11
H 3.148795 -1.983108 1.616490 -0.317 -0.106 -0.244 0.12
H 4.042673 -0.605090 2.151113 -0.078 0.576 0.129 0.10
H 3.185729 -0.606181 -0.101435 -0.485 -0.289 -0.235 0.11
H 0.474019 -1.942729 3.067476 0.230 -0.363 -0.600 0.12
```
Positions in Å, forces in eV/Å.

Values from the calculation:
Charge   -3

---

Record 3
Density functional theory data (ωB97M-V/def2-TZVPD) for C21H20CaN4O5 as an isolated structure.

```
51
Properties=species:S:1:pos:R:3:forces:R:3:lowdin_charge:R:1
Ca -0.215866 -0.350896 0.482494 -0.001 -0.055 0.080 1.43
O -0.778753 2.003070 -0.226192 -0.008 0.002 0.017 -0.16
C -1.821925 2.518970 0.604800 0.015 -0.014 -0.021 -0.21
C -1.456058 2.404790 2.073917 -0.004 -0.002 0.013 -0.17
N -1.174810 1.016489 2.442217 -0.012 0.004 -0.045 -0.24
C -0.025339 0.910689 3.339376 0.011 0.017 0.021 -0.10
C 1.319356 1.210977 2.637932 -0.017 -0.024 -0.034 -0.67
O 2.307363 1.355987 3.341643 -0.005 0.006 0.006 0.03
O 1.277186 1.217065 1.351178 0.064 0.050 -0.011 -0.19
C -2.345680 0.305103 2.952083 -0.004 -0.003 0.024 -0.11
C -2.290107 -1.222914 2.718121 0.016 0.026 -0.051 -0.68
O -2.963238 -1.930632 3.448011 -0.013 -0.005 0.005 0.03
O -1.568382 -1.591853 1.719998 -0.023 -0.001 0.043 -0.23
H 0.069484 2.169691 0.233969 0.001 0.008 0.004 0.06
H -2.719709 1.936396 0.379324 -0.003 0.000 0.006 0.11
H -2.025970 3.562147 0.346539 -0.003 0.005 0.010 0.12
H -2.253431 2.836167 2.692630 -0.002 0.005 -0.005 0.13
H -0.559669 3.003653 2.251942 -0.002 0.005 -0.004 0.13
H 0.027298 -0.117540 3.710283 0.000 0.001 0.006 0.13
H -0.115754 1.557813 4.220161 -0.005 -0.011 0.005 0.13
H -3.229719 0.660780 2.413689 -0.005 -0.003 0.003 0.12
H -2.518924 0.496989 4.016930 -0.006 0.004 -0.006 0.13
C -4.008894 -0.488929 -2.266118 0.000 0.005 -0.019 -0.04
C -3.534360 -0.280016 -3.549168 0.012 -0.005 0.015 -0.05
C -2.167908 -0.314573 -3.781441 -0.014 0.008 0.000 0.00
C -1.311774 -0.546509 -2.713797 0.006 -0.002 0.014 -0.20
N -1.773970 -0.713200 -1.470800 0.012 -0.036 -0.027 0.04
C -3.084786 -0.700097 -1.254498 -0.007 0.007 0.009 -0.11
C 0.170310 -0.669447 -2.876486 0.009 -0.005 -0.001 -0.19
C 0.786166 -0.762982 -4.117850 -0.029 0.013 0.007 0.00
C 2.158337 -0.944999 -4.164082 0.015 -0.002 -0.010 -0.03
C 2.877277 -1.040839 -2.987046 -0.006 0.001 0.010 0.00
C 2.191389 -0.933010 -1.782084 0.011 0.000 0.002 -0.19
N 0.873889 -0.742956 -1.746042 -0.025 0.026 -0.029 0.09
C 2.870135 -1.056329 -0.460025 -0.035 -0.005 -0.023 -0.22
C 4.209088 -0.742899 -0.295267 0.008 -0.008 0.036 0.00
C 4.768377 -0.852295 0.969311 0.003 0.006 -0.021 -0.03
C 3.979592 -1.285119 2.016725 0.004 0.000 0.007 -0.03
C 2.651351 -1.581946 1.757884 -0.024 -0.004 -0.005 -0.12
N 2.098877 -1.464141 0.554865 0.060 -0.016 -0.012 0.04
H -5.067025 -0.488168 -2.046909 0.001 -0.001 0.002 0.11
H -4.219459 -0.098155 -4.366615 0.002 0.000 -0.003 0.11
H -1.784700 -0.156157 -4.778490 -0.002 0.001 -0.003 0.11
H -3.392105 -0.878834 -0.229228 -0.003 -0.002 -0.003 0.12
H 0.212243 -0.719640 -5.031047 0.007 0.000 -0.006 0.11
H 2.661513 -1.034808 -5.117757 -0.001 0.001 -0.001 0.12
H 3.941664 -1.224114 -3.000545 0.001 0.001 -0.006 0.11
H 4.796974 -0.380442 -1.126593 0.002 0.002 -0.001 0.11
H 5.803412 -0.583890 1.132820 0.000 0.001 0.000 0.11
H 4.363339 -1.360128 3.023276 0.001 -0.002 -0.001 0.12
H 1.993695 -1.908322 2.555961 0.002 0.002 0.001 0.13
```
Positions in Å, forces in eV/Å.

---

Computed Kohn-Sham gap (eV) in order:
8.72, 3.23, 7.76
Computed ΔE to the lowest compared entry with this formula, charge and spin (kJ/mol) in order:
238.8, 0.0, 4.6